Molecular formula: C8H23F6NO5PTi
Method: DFT, the ωB97M-V functional and the def2-TZVPD basis

```
45
Properties=species:S:1:pos:R:3:forces:R:3:mulliken_spin:R:1
Ti 0.0210 0.7274 0.1144 -0.13 0.80 -0.67 3.020
P -2.6068 0.4909 2.0281 -0.20 -0.22 -0.03 -0.008
F -4.1054 0.5908 1.5058 -0.08 -0.15 0.00 -0.003
F -2.3003 -0.6915 0.9307 0.06 -0.02 0.22 -0.015
F -2.1356 1.5777 0.8931 0.37 0.34 -0.35 0.011
F -1.0086 0.4064 2.4785 -0.12 0.04 -0.13 0.005
F -2.8407 1.6635 3.0574 0.06 0.35 0.35 0.000
F -2.9631 -0.6147 3.1341 0.04 -0.06 -0.18 0.000
C -0.4470 4.0234 -0.4844 -0.46 -0.26 -0.02 0.020
O 0.0536 2.8963 -1.1889 0.08 -0.39 0.35 -0.025
C -0.5267 2.7189 -2.4607 -0.04 -0.07 -0.11 -0.010
C -0.2850 1.2971 -2.9150 -0.76 -0.19 -0.68 0.005
N -0.9492 0.3476 -2.0002 0.41 -0.52 -0.27 -0.022
C -0.7169 -1.0746 -2.3644 -0.35 0.24 0.61 0.036
C 0.6740 -1.5762 -2.0068 0.04 -0.21 0.08 0.002
O 1.1567 -0.8799 -0.8613 -0.32 -0.16 -0.36 -0.131
C 2.5230 -1.1016 -0.6701 0.79 -0.03 0.15 0.044
H 0.0482 4.0302 0.4806 0.21 0.21 -0.02 -0.006
H -1.5223 3.9052 -0.2936 0.10 0.04 -0.11 0.003
H -0.2789 4.9364 -1.0590 0.13 0.10 0.14 0.005
H -0.0974 3.4303 -3.1793 -0.04 -0.05 0.05 -0.003
H -1.6129 2.8958 -2.4163 0.10 0.03 0.07 -0.004
H 0.7726 1.0655 -3.0265 0.09 0.02 0.38 0.031
H -0.7222 1.1967 -3.9278 0.16 0.08 0.14 0.001
H -1.9538 0.4703 -2.0943 0.03 0.22 0.23 0.026
H -0.9481 -1.2660 -3.4187 0.15 -0.09 0.00 0.004
H -1.4135 -1.6455 -1.7443 -0.11 0.11 -0.19 0.001
H 1.4041 -1.5108 -2.8206 -0.06 0.30 -0.02 0.001
H 0.5989 -2.6362 -1.7358 0.04 -0.01 -0.17 -0.002
H 2.7999 -0.6679 0.2875 -0.04 -0.06 0.04 0.023
H 3.1081 -0.5979 -1.4507 -0.04 -0.12 -0.02 0.006
H 2.7454 -2.1734 -0.6655 0.04 0.00 -0.01 -0.002
C 1.5517 -3.1255 2.3503 0.73 0.08 0.47 0.011
C 0.4867 -2.1002 2.0954 -0.12 0.10 0.44 0.012
O -0.5044 -2.3107 3.0883 -0.04 -0.05 -0.24 0.000
O 1.1198 -4.4408 2.0866 -0.06 -0.08 -0.12 0.000
H 1.8926 -3.0337 3.3952 -0.25 0.01 -0.06 -0.001
H 2.4532 -2.9246 1.7650 -0.20 -0.14 -0.31 0.002
H 0.0682 -2.2423 1.0935 0.04 0.15 -0.05 0.003
H 0.9390 -1.0947 2.1964 -0.17 -0.16 -0.16 0.016
H -1.2765 -1.7590 2.8949 0.17 -0.16 0.15 0.003
H 0.2993 -4.5535 2.5812 -0.02 -0.03 -0.01 0.000
O 1.8281 1.7172 1.2679 -0.06 -0.01 0.63 -0.155
H 2.6577 1.9435 0.8381 -0.10 -0.02 -0.13 0.050
H 2.0136 1.6901 2.2214 -0.05 0.06 -0.08 0.045
```
Positions in Å, forces in eV/Å.

## Properties
LUMO level (spin up / spin down) in eV: 0.091 / -0.170
Spin multiplicity: 4
Relative energy (zero: lowest compared OMol25 entry of this formula, charge and spin) in kcal per mole: 0.0
Total charge: 0

Molecular formula: C8H23KNO3
Method: DFT, the ωB97M-V functional and the def2-TZVPD basis

```
36
Properties=species:S:1:pos:R:3:forces:R:3:mulliken_charge:R:1
K 1.3372 0.6928 0.4586 4.25 7.16 -4.83 0.817
C 1.1307 -0.3605 3.7047 0.05 -0.19 -0.72 -0.879
C 2.5347 0.0186 3.2141 -1.64 -0.86 2.12 -0.234
O 2.3900 0.8048 2.0431 5.51 -0.26 6.83 -0.521
H 0.4596 -0.8292 2.9849 0.60 0.10 -0.52 -0.001
H 0.6795 0.5969 3.9653 -0.39 -0.39 0.66 0.337
H 1.1583 -1.1526 4.4530 0.19 0.69 0.65 0.422
H 3.1450 -0.8782 3.1074 0.24 0.17 -0.48 0.363
H 2.8907 0.6063 4.0602 0.69 0.12 -0.26 0.289
H 3.3161 0.9272 1.8219 0.39 0.71 -0.43 0.336
C -2.1690 -0.6633 0.4385 0.01 -0.72 0.61 -0.917
C -1.5029 0.1355 1.5692 -2.02 0.30 -0.27 -0.130
O -0.5090 1.0099 1.0704 -4.97 1.10 2.11 -0.494
H -2.9029 -0.2157 -0.2318 0.22 0.90 0.31 0.315
H -2.7618 -1.4623 0.8837 0.33 -0.35 0.08 0.504
H -1.3663 -1.0473 -0.1910 -0.82 -0.33 0.48 0.032
H -1.0688 -0.5036 2.3381 0.02 -0.01 -0.58 0.151
H -2.2422 0.7316 2.1042 -0.19 -0.03 0.09 0.317
H -0.9317 1.7251 0.5894 -0.46 0.24 0.25 0.275
C 0.7725 -1.7082 -2.7710 -0.93 2.44 0.07 -1.421
C 0.6757 -0.3926 -1.8298 -0.37 -1.21 -2.22 -0.023
C -0.6438 0.4709 -1.9291 1.44 -0.10 -2.51 -0.209
O -0.6491 1.1170 -3.2491 -0.16 -0.56 1.98 -0.404
C -1.7174 2.0389 -3.2627 -0.83 0.07 -0.71 -0.803
N 0.7806 -0.8969 -0.4795 -3.32 -7.59 -3.14 -0.654
H 0.5332 -1.4065 -3.7907 0.50 -0.14 -0.18 0.378
H -0.0155 -2.4146 -2.5101 0.11 -0.11 0.31 0.415
H 1.7674 -2.1392 -2.6584 -0.15 -0.03 -0.18 0.406
H 1.5227 0.2402 -2.0948 -0.02 0.26 -0.03 0.476
H -0.6161 1.2428 -1.1600 -0.12 0.02 -0.21 -0.019
H -1.5658 -0.1036 -1.8398 0.26 -0.03 -0.06 0.341
H -2.6963 1.6076 -3.0530 -0.06 -0.70 0.23 0.324
H -1.8544 2.4088 -4.2787 0.51 0.31 0.12 0.332
H -1.6352 2.8393 -2.5274 0.53 0.30 -0.09 0.293
H 0.1114 -1.6395 -0.6241 0.16 -0.93 0.88 0.189
H 1.6426 -1.4002 -0.3258 0.44 -0.36 -0.36 0.399
```
Positions in Å, forces in eV/Å.

## Properties
LUMO level in eV: -2.997
Relative energy (zero: lowest compared OMol25 entry of this formula, charge and spin) in kcal per mole: 170.4
Total charge: +1

Molecular formula: C8H23O9Y
Method: DFT, the ωB97M-V functional and the def2-TZVPD basis

```
41
Properties=species:S:1:pos:R:3:forces:R:3:nbo_charge:R:1
Y -0.6333 -0.0992 0.1301 0.96 0.38 -0.46 2.125
O -1.8527 0.5064 1.6793 -0.75 0.38 0.90 -1.241
H -2.5900 0.9483 2.1143 0.08 -0.28 -0.40 0.491
O 0.5793 -0.7988 -3.4020 -1.11 -0.55 1.47 -0.783
C 0.5299 0.6074 -3.7356 0.15 -0.61 0.95 -0.082
C 0.8719 1.5359 -2.5381 0.93 -1.63 0.46 -0.069
O 0.3255 1.1683 -1.3111 -1.46 0.68 -0.46 -0.992
H -0.4403 0.6971 -4.1257 -1.49 0.95 -0.71 0.153
H 1.2623 0.7660 -4.5280 -0.06 0.06 -0.01 0.177
H 0.7984 2.6028 -2.7425 -0.40 0.12 -0.37 0.166
H 1.9348 1.3118 -2.4602 0.71 0.36 0.12 0.139
C 1.3802 2.2211 2.7977 -1.09 -0.05 0.29 -0.098
C 0.5411 1.5032 3.9147 2.23 -0.77 -0.50 -0.076
O -0.8302 1.6015 3.8886 0.06 0.41 -0.46 -0.734
O 1.2037 1.4695 1.5356 0.10 -0.49 2.01 -0.755
H 2.4217 2.3252 3.1800 -0.39 -0.53 -0.73 0.173
H 1.0120 3.2161 2.5809 -0.15 0.36 0.23 0.179
H 0.9626 1.7137 4.9186 -0.39 0.33 -0.53 0.176
H 0.8457 0.4609 3.6948 -0.10 -0.06 0.39 0.149
H -1.0458 1.1856 3.0193 -0.66 0.01 0.16 0.504
H 1.5035 1.9949 0.8135 0.31 0.69 -1.02 0.500
C 1.9700 -2.1800 0.0956 -0.82 2.26 0.71 -0.093
C 1.9366 -1.6023 1.5240 -0.15 0.33 1.22 -0.103
O 0.5069 -1.4005 1.9831 1.77 -0.23 -1.19 -0.766
O 1.4051 -1.0550 -0.6696 0.67 -1.79 -0.56 -0.798
H 1.3777 -3.0873 0.0798 -0.17 -0.15 -0.49 0.196
H 2.9844 -2.3077 -0.2301 0.53 -0.43 -0.05 0.196
H 2.4121 -0.5921 1.5673 -0.57 -0.75 -0.33 0.223
H 2.4544 -2.1890 2.3197 -0.41 -0.01 -0.88 0.193
H 0.3381 -2.0066 2.7078 -0.21 0.02 -0.05 0.507
H 1.3380 -1.1822 -1.6807 0.01 0.10 1.47 0.552
C -2.6248 -1.8301 -1.3719 0.69 0.20 -0.15 -0.083
C -3.3477 -0.5104 -1.8127 1.15 -0.47 -0.28 -0.094
O -2.6260 0.6310 -1.2688 0.42 -0.32 -0.46 -0.744
O -1.2228 -1.6499 -1.2797 -0.62 0.04 -0.75 -0.985
H -2.9056 -2.6924 -2.0240 0.14 0.62 0.21 0.169
H -2.9273 -2.0840 -0.3636 -0.81 -0.14 0.35 0.150
H -4.3264 -0.4998 -1.3446 -0.21 0.23 -0.25 0.192
H -3.4086 -0.4335 -2.9283 -0.05 0.03 0.91 0.172
H -1.8171 0.8257 -1.8044 -0.83 -0.06 -0.02 0.497
H -0.2973 -1.0917 -2.9230 1.97 0.77 -0.75 0.520
```
Positions in Å, forces in eV/Å.

## Properties
LUMO level in eV: 0.315
Total charge: 0

Molecular formula: C8H24B2O28
Method: DFT, the ωB97M-V functional and the def2-TZVPD basis

```
62
Properties=species:S:1:pos:R:3:forces:R:3:nbo_charge:R:1
O 1.3674 -0.5030 3.4197 -2.79 3.73 -0.01 -0.542
C 0.7156 0.5733 3.4416 2.75 -4.04 0.45 0.658
O -0.0917 1.0327 2.4869 0.94 -0.27 0.68 -0.658
B -0.5983 2.3227 2.9178 -0.24 0.66 0.63 1.165
O 0.0754 2.6349 4.2180 -0.19 -0.11 -0.65 -0.658
C 0.8322 1.6086 4.6089 0.68 0.74 1.49 0.690
O 1.4770 1.5832 5.6581 -1.51 -0.43 -2.72 -0.560
O -2.0765 2.2277 3.1079 0.70 0.30 -0.33 -0.632
C -2.6383 2.9418 2.1707 -3.44 1.62 -1.69 0.674
O -3.8486 3.0822 1.9148 3.38 -0.65 1.02 -0.569
C -1.5140 3.7322 1.3713 -2.55 1.38 -2.23 0.673
O -0.3805 3.4012 1.8532 1.98 -1.72 2.13 -0.663
O -1.6757 4.5036 0.4362 -0.17 -1.12 1.65 -0.573
O -1.2849 -3.1570 0.2896 1.66 2.07 -1.78 -0.600
C -0.7112 -2.2440 -0.3256 -0.50 -3.89 0.40 0.714
O -0.7522 -1.0010 -0.0943 -0.34 2.69 1.35 -0.638
B 0.1138 -0.2252 -0.9699 1.69 0.33 -1.71 1.167
O 0.5965 -1.1690 -2.0151 -1.23 -2.31 1.39 -0.632
C 0.1745 -2.3904 -1.5946 -0.01 -1.59 -2.67 0.659
O 0.2935 -3.4490 -2.2155 0.08 2.22 1.45 -0.577
O -0.5127 0.9192 -1.6259 -1.15 -0.18 0.55 -0.634
C 0.0302 2.0633 -1.3006 -0.15 2.91 -2.20 0.713
O -0.3524 3.1730 -1.7686 1.72 -3.94 2.31 -0.602
C 1.3324 1.6445 -0.4850 2.72 2.76 2.50 0.710
O 1.3729 0.3161 -0.3986 -0.78 1.76 0.47 -0.634
O 2.1834 2.4292 0.0479 -3.57 -3.32 -2.37 -0.622
O -4.0395 -2.4845 0.6690 -0.58 -0.61 -0.09 -0.967
H -3.7841 -1.7801 0.0734 -0.12 0.52 0.11 0.476
H -3.2393 -2.9946 0.7947 0.18 -0.24 0.19 0.481
O -2.9273 -5.5127 1.5710 -0.17 0.11 0.45 -0.945
H -3.4825 -6.2846 1.4606 -0.10 -0.10 -0.07 0.454
H -2.3357 -5.5331 0.8188 0.30 -0.10 -0.34 0.488
O 0.2516 4.9126 -3.9784 -0.05 0.32 -0.55 -0.959
H 1.2033 4.9278 -4.0798 0.19 -0.02 0.03 0.459
H 0.1120 4.7037 -3.0547 -0.13 -0.30 0.47 0.498
O 2.9003 -3.1055 -3.8438 0.26 0.36 -0.36 -0.943
H 3.6880 -3.6203 -3.6683 0.07 -0.21 0.04 0.460
H 2.4850 -3.0030 -2.9875 -0.34 -0.04 0.21 0.481
O 1.6755 -5.7881 -4.1765 0.20 -0.36 0.00 -0.926
H 1.6174 -6.5029 -4.8105 -0.01 -0.20 -0.13 0.449
H 0.8656 -5.2927 -4.2985 -0.11 0.43 0.17 0.477
O 2.4980 -4.0097 0.7287 0.17 -0.30 -0.22 -0.941
H 3.0611 -3.5074 1.3176 0.09 0.27 0.20 0.474
H 1.7196 -3.4639 0.6174 -0.23 0.06 0.09 0.468
O 4.2141 4.2950 0.0986 0.99 0.24 -0.32 -0.985
H 3.5137 3.6442 0.1456 -0.31 -0.14 0.02 0.494
H 3.8228 5.0945 0.4507 -0.33 0.00 0.18 0.479
O 3.4163 0.1277 1.8135 0.62 -0.25 0.11 -0.937
H 2.5833 0.5879 1.9162 -0.08 -0.06 -0.10 0.471
H 3.6999 0.3404 0.9243 -0.02 0.21 -0.21 0.466
O -1.2288 -6.0500 -0.9963 -0.22 -0.50 0.25 -0.958
H -1.5286 -6.2509 -1.8828 -0.02 -0.02 -0.17 0.463
H -1.2228 -5.0936 -0.9560 0.33 0.67 0.01 0.495
O -3.3303 0.0827 0.3715 -0.13 0.13 0.01 -0.964
H -3.4255 1.0027 0.1246 -0.27 0.45 -0.30 0.491
H -2.4065 -0.1133 0.2153 0.26 -0.03 0.15 0.472
O -3.4074 2.7161 -1.6541 -0.46 -0.24 0.14 -0.957
H -2.5470 3.1271 -1.5703 0.49 0.29 0.10 0.494
H -3.6455 2.8431 -2.5725 0.00 -0.06 -0.17 0.461
O 1.9652 5.3481 1.4737 0.32 0.48 0.00 -0.962
H 1.7183 5.9961 2.1335 -0.10 0.11 0.13 0.462
H 1.4118 4.5903 1.6627 -0.37 -0.46 -0.14 0.500
```
Positions in Å, forces in eV/Å.

## Properties
LUMO level in eV: 3.823
Relative energy (zero: lowest compared OMol25 entry of this formula, charge and spin) in kcal per mole: 66.8
Total charge: -2

> Which value of total charge does entry 2 give?

+1

> Look up the total charge of the third one.

0

> What is the total charge in the first record?

0

Repeat the second record exactly.
Molecular formula: C8H23KNO3
Method: DFT, the ωB97M-V functional and the def2-TZVPD basis

```
36
Properties=species:S:1:pos:R:3:forces:R:3:mulliken_charge:R:1
K 1.3372 0.6928 0.4586 4.25 7.16 -4.83 0.817
C 1.1307 -0.3605 3.7047 0.05 -0.19 -0.72 -0.879
C 2.5347 0.0186 3.2141 -1.64 -0.86 2.12 -0.234
O 2.3900 0.8048 2.0431 5.51 -0.26 6.83 -0.521
H 0.4596 -0.8292 2.9849 0.60 0.10 -0.52 -0.001
H 0.6795 0.5969 3.9653 -0.39 -0.39 0.66 0.337
H 1.1583 -1.1526 4.4530 0.19 0.69 0.65 0.422
H 3.1450 -0.8782 3.1074 0.24 0.17 -0.48 0.363
H 2.8907 0.6063 4.0602 0.69 0.12 -0.26 0.289
H 3.3161 0.9272 1.8219 0.39 0.71 -0.43 0.336
C -2.1690 -0.6633 0.4385 0.01 -0.72 0.61 -0.917
C -1.5029 0.1355 1.5692 -2.02 0.30 -0.27 -0.130
O -0.5090 1.0099 1.0704 -4.97 1.10 2.11 -0.494
H -2.9029 -0.2157 -0.2318 0.22 0.90 0.31 0.315
H -2.7618 -1.4623 0.8837 0.33 -0.35 0.08 0.504
H -1.3663 -1.0473 -0.1910 -0.82 -0.33 0.48 0.032
H -1.0688 -0.5036 2.3381 0.02 -0.01 -0.58 0.151
H -2.2422 0.7316 2.1042 -0.19 -0.03 0.09 0.317
H -0.9317 1.7251 0.5894 -0.46 0.24 0.25 0.275
C 0.7725 -1.7082 -2.7710 -0.93 2.44 0.07 -1.421
C 0.6757 -0.3926 -1.8298 -0.37 -1.21 -2.22 -0.023
C -0.6438 0.4709 -1.9291 1.44 -0.10 -2.51 -0.209
O -0.6491 1.1170 -3.2491 -0.16 -0.56 1.98 -0.404
C -1.7174 2.0389 -3.2627 -0.83 0.07 -0.71 -0.803
N 0.7806 -0.8969 -0.4795 -3.32 -7.59 -3.14 -0.654
H 0.5332 -1.4065 -3.7907 0.50 -0.14 -0.18 0.378
H -0.0155 -2.4146 -2.5101 0.11 -0.11 0.31 0.415
H 1.7674 -2.1392 -2.6584 -0.15 -0.03 -0.18 0.406
H 1.5227 0.2402 -2.0948 -0.02 0.26 -0.03 0.476
H -0.6161 1.2428 -1.1600 -0.12 0.02 -0.21 -0.019
H -1.5658 -0.1036 -1.8398 0.26 -0.03 -0.06 0.341
H -2.6963 1.6076 -3.0530 -0.06 -0.70 0.23 0.324
H -1.8544 2.4088 -4.2787 0.51 0.31 0.12 0.332
H -1.6352 2.8393 -2.5274 0.53 0.30 -0.09 0.293
H 0.1114 -1.6395 -0.6241 0.16 -0.93 0.88 0.189
H 1.6426 -1.4002 -0.3258 0.44 -0.36 -0.36 0.399
```
Positions in Å, forces in eV/Å.

## Properties
LUMO level in eV: -2.997
Relative energy (zero: lowest compared OMol25 entry of this formula, charge and spin) in kcal per mole: 170.4
Total charge: +1